Density functional theory data (the ωB97M-V functional and the def2-TZVPD basis) for 6 unconnected molecules or ions with the total composition C28H64BBrN6O12P at a distorted geometry.

Output
net charge	-1
maximum force	2.05	eV Å⁻¹
HOMO	-6.00	eV
orbital gap	8.31	eV
LUMO level	2.31	eV
electronic energy	-5276.95983	a.u.

CARTESIAN COORDINATES (ANGSTROEM)
Br  -4.251  3.924  -4.530
P  -1.112  -0.926  -4.590
O  -2.853  0.851  -2.924
O  2.711  -2.190  -0.756
O  -1.362  2.885  7.428
O  -0.751  7.487  -2.062
O  -3.397  -1.381  -3.014
O  0.574  -6.884  0.936
O  -3.798  0.932  -0.742
O  -3.667  3.602  -1.881
O  1.833  2.882  0.152
O  -1.227  -2.352  -4.956
O  0.181  -0.715  -3.599
O  -0.725  -0.136  -5.980
N  -1.624  0.315  0.126
N  -1.269  -7.280  3.106
N  1.257  1.709  7.253
N  1.079  0.889  2.079
N  1.872  8.347  -2.862
N  4.445  -3.895  -2.285
C  0.335  7.371  -1.166
C  -5.039  1.814  -2.530
C  -4.270  3.108  -2.754
C  -2.613  0.608  -0.388
C  2.933  3.689  0.522
C  3.111  -3.438  -0.235
C  0.852  2.794  5.112
C  -1.102  1.863  6.479
C  1.779  -7.620  1.020
C  -1.480  4.186  6.884
C  3.513  0.875  1.996
C  1.715  7.307  -1.839
C  2.346  -5.102  -2.025
C  -5.727  -1.032  -3.057
C  0.375  1.720  6.080
C  2.029  5.950  -2.462
C  -6.559  -1.393  -3.833
C  -3.662  0.134  -5.189
C  -0.594  -7.658  0.742
C  3.527  -4.470  -1.296
C  -4.428  -0.787  -2.332
C  1.358  -2.139  -1.208
C  2.228  0.661  1.202
C  -0.408  -9.483  2.532
C  2.149  1.514  -0.074
C  -1.179  6.254  -2.625
C  -3.971  0.743  -2.214
C  -1.178  -8.267  2.026
B  -2.823  -0.339  -3.855
H  -1.078  5.427  -1.918
H  1.021  -1.106  -1.139
H  1.030  2.527  7.812
H  1.285  -2.437  -2.253
H  -5.641  1.919  -1.629
H  2.337  -3.842  0.431
H  0.303  8.275  -0.549
H  0.999  0.928  7.851
H  3.095  5.875  -2.682
H  3.066  1.425  -0.671
H  1.074  8.278  -3.488
H  0.132  2.940  4.305
H  -7.238  -1.884  -4.473
H  -0.180  -10.172  1.716
H  2.668  -5.997  -2.560
H  2.461  7.486  -1.058
H  1.498  5.794  -3.400
H  -0.379  -0.831  -6.551
H  2.712  4.714  0.219
H  1.335  1.125  -0.690
H  -1.002  -10.025  3.269
H  -4.673  0.474  -4.957
H  -5.673  1.520  -3.359
H  1.019  3.754  5.603
H  2.589  -6.963  0.700
H  -2.229  6.351  -2.895
H  -1.335  -6.968  0.329
H  0.478  0.758  5.569
H  0.236  0.643  1.564
H  0.703  -2.759  -0.591
H  1.564  -5.399  -1.322
H  4.055  -5.274  -0.772
H  4.012  -3.047  -2.643
H  1.771  5.134  -1.784
H  0.998  1.893  2.219
H  -1.865  -6.515  2.804
H  1.799  2.497  4.661
H  -1.411  0.932  6.963
H  1.905  -4.434  -2.764
H  3.507  1.814  2.552
H  1.759  9.258  -2.425
H  3.855  3.372  0.027
H  0.395  0.217  -3.485
H  1.768  -8.500  0.369
H  -0.353  -6.850  3.203
H  0.183  6.522  -0.487
H  -2.111  4.770  7.555
H  -2.192  -8.603  1.789
H  -3.119  0.958  -5.654
H  1.979  -7.916  2.052
H  0.528  -9.207  3.019
H  -0.621  6.037  -3.539
H  3.070  3.687  1.606
H  -0.421  -8.427  -0.023
H  2.212  -0.386  0.891
H  -4.640  -1.194  -1.344
H  -3.769  -0.709  -5.879
H  5.276  -3.559  -1.806
H  3.642  0.074  2.726
H  -0.505  4.676  6.834
H  3.985  -3.229  0.391
H  -1.943  4.172  5.894
H  -1.742  1.987  5.597
H  4.387  0.870  1.340